16
Properties=species:S:1:pos:R:3:forces:R:3 method="wB97M-V/def2-TZVPD" molar_mass_g_mol=86.1 e_lumo_ev=1.1 smiles=CC[C@H]1O[C@H]1C homo_lumo_gap_ev=11.178 de_lowest_kcal_mol=26.2 max_force_ev_per_a=0.3 homo_ha=-0.3692
C -0.499642 0.486316 -1.944313 0.0688 0.0056 -0.0546
C -1.005829 0.565066 -0.508553 -0.0574 -0.0320 0.0366
C 0.075271 0.846793 0.503461 -0.0490 0.1554 -0.1668
O -0.262383 0.468338 1.834045 -0.1594 -0.0432 0.2161
C 0.832353 -0.194428 1.205256 0.2659 -0.0335 0.0806
C 0.740088 -1.657901 0.866791 -0.0715 -0.0206 0.0076
H 0.028047 1.404272 -2.226570 -0.0616 -0.1243 0.0082
H -1.328280 0.345733 -2.646470 0.1477 0.0253 0.1102
H 0.195132 -0.352126 -2.066625 -0.0803 0.1229 -0.0092
H -1.751852 1.362615 -0.408926 0.0526 -0.0849 -0.0595
H -1.510669 -0.360712 -0.218425 0.0308 0.1065 -0.0944
H 0.548810 1.828234 0.405649 -0.1079 -0.1155 0.1115
H 1.767384 0.112731 1.675930 0.0652 -0.0932 -0.2990
H -0.254199 -1.914991 0.497094 0.1143 -0.0226 0.0658
H 0.964989 -2.287754 1.733144 -0.0689 0.1250 -0.0761
H 1.470740 -1.893404 0.083802 -0.0894 0.0291 0.1228